Entry 1:
70
Properties=species:S:1:pos:R:3 method="wB97M-V/def2-TZVPD" gap_ev="7.793 / 7.791" max_force_ev_per_a=0.6 relative_energy_kj_mol=0.0 spin_multiplicity=3 s2=2.006 homo_ev="-7.585 / -7.559"
Ni 0.4394 -0.1633 -0.4286
C -5.8387 0.3187 -0.4819
C -4.6650 1.1036 0.0841
N -3.7389 0.2530 0.8036
C -2.4727 -0.0736 0.4498
S -1.7528 0.7139 -0.9163
N -1.9256 -0.9830 1.2470
N -0.6281 -1.2447 0.9460
C 0.0584 -1.9991 1.7231
C -0.4749 -2.6526 2.9565
C 1.4814 -2.1660 1.3420
C 2.2961 -3.1103 1.9530
C 3.6098 -3.2382 1.5357
C 4.0793 -2.4194 0.5231
C 3.2069 -1.4969 -0.0291
N 1.9505 -1.3718 0.3714
H -6.4882 0.9720 -1.0659
H -6.4431 -0.1252 0.3120
H -5.4840 -0.4841 -1.1296
H -5.0183 1.8910 0.7547
H -4.1133 1.5953 -0.7125
H -4.1071 -0.3353 1.5364
H -1.4270 -2.2017 3.2189
H 0.2292 -2.5386 3.7819
H -0.6373 -3.7224 2.8015
H 1.9007 -3.7368 2.7392
H 4.2594 -3.9704 1.9979
H 5.0982 -2.4806 0.1691
H 3.5257 -0.8156 -0.8073
N 4.0473 2.9629 -0.0323
N 2.8794 2.6483 -0.7090
N 1.9136 3.5209 -0.9510
C 1.0172 2.7500 -1.5502
N 1.4327 1.4847 -1.6425
N 2.6429 1.4470 -1.1076
H 3.8767 3.8851 0.3683
H 4.1024 2.2830 0.7341
H 0.0586 3.1049 -1.8880
C -0.7797 -5.9219 -2.8181
C 0.5399 -5.1863 -2.5963
C 0.4006 -3.7021 -2.6892
N 0.5771 -2.9028 -1.7036
N 0.3562 -1.5841 -2.0244
C 0.0142 -1.4172 -3.2710
N -0.2329 -0.2141 -3.8364
S -0.0662 -2.8936 -4.1624
H -0.6355 -6.9972 -2.7205
H -1.1850 -5.7291 -3.8126
H -1.5240 -5.6077 -2.0861
H 1.2881 -5.5266 -3.3163
H 0.9330 -5.3899 -1.5998
H -0.3598 0.5433 -3.1825
H -0.8068 -0.1865 -4.6604
F -3.0432 3.8309 0.7668
C -1.7625 4.1499 0.9863
C -0.9838 3.4025 1.7706
N 0.3319 3.7274 2.0238
C 1.1822 2.7776 2.7387
C 1.5599 1.5754 1.8627
O 2.6974 1.1103 1.9700
O 0.6406 1.2469 1.0510
C 0.9385 4.7888 1.3939
O 2.1260 5.0510 1.5020
N 0.0988 5.5463 0.6092
C -1.2437 5.3246 0.3074
O -1.8502 6.0482 -0.4499
H -1.3521 2.4969 2.2301
H 0.6403 2.4129 3.6130
H 2.0732 3.2986 3.0704
H 0.5370 6.3235 0.1361



Entry 2:
40
Properties=species:S:1:pos:R:3 method="wB97M-V/def2-TZVPD" smiles="[H]/N=C(/N)NCCC[C@H](NC(=O)[C@@H]1CCCN1)C(=O)O" gap_ev=9.937 max_force_ev_per_a=5.6 relative_energy_kj_mol=344.4 spin_multiplicity=1 homo_ev=-9.415
H -1.0659 1.3619 2.3090
N -1.6412 0.5820 2.1999
C -2.4588 0.8217 1.2591
N -3.2385 -0.2306 0.6912
N -2.7692 1.9655 0.5665
C -1.7852 3.1361 0.4321
C -0.4570 2.9122 -0.0885
C -0.3321 2.2995 -1.4787
C -0.3570 0.7937 -1.4441
N 0.8182 0.0981 -1.2491
C 0.7175 -1.2206 -0.6595
O -0.3759 -1.7265 -0.3934
C 2.0342 -1.9187 -0.4774
C 1.7338 -3.2225 0.2927
C 2.9968 -3.1872 1.1774
C 3.1101 -1.6950 1.6772
N 3.0743 -1.0767 0.3285
C -1.4159 0.3649 -2.4317
O -1.9303 1.1813 -3.2318
O -1.8470 -0.9599 -2.4813
H -4.0687 0.1589 0.2085
H -3.4341 -0.9026 1.4737
H -3.1912 1.6570 -0.2990
H -1.5779 3.6679 1.4940
H -2.4237 3.8061 -0.2368
H 0.0906 3.9012 -0.0181
H 0.1097 2.3388 0.7621
H -1.1097 2.7287 -2.1755
H 0.6043 2.6254 -1.8829
H -1.0701 0.5072 -0.5139
H 1.7505 0.5083 -1.3396
H 2.6092 -2.1857 -1.3991
H 1.7079 -4.1090 -0.3934
H 0.8881 -3.1943 1.0016
H 2.8977 -3.8460 2.1152
H 4.0099 -3.5518 0.7078
H 4.0085 -1.3335 2.1640
H 2.2066 -1.6308 2.3642
H 2.8196 -0.0827 0.5449
H -1.6379 -1.3419 -1.5761



Entry 3:
16
Properties=species:S:1:pos:R:3 method="wB97M-V/def2-TZVPD" charge=-1 gap_ev=8.657 max_force_ev_per_a=2.6 relative_energy_kj_mol=49.6 spin_multiplicity=1 homo_ev=-4.642
O 0.1895 0.5413 -0.3964
C -0.5288 -0.4766 -0.6353
O -1.5491 -0.5140 -1.3381
C 0.1090 -1.7969 -0.0560
C -0.3476 -1.8642 1.4376
H -0.0128 -2.6491 -0.7226
H 1.1297 -1.4557 -0.1584
H 0.5859 -1.9798 1.9759
H -0.7537 -0.9066 1.6532
H -1.0315 -2.7347 1.5769
H 2.1532 1.9954 0.0681
H 1.3136 2.1967 -1.1465
O 2.0663 2.6003 -0.6740
H -0.4314 2.4817 -0.1673
H -1.5470 1.9270 -1.0226
O -1.3455 2.6353 -0.3945



Entry 4:
58
Properties=species:S:1:pos:R:3 method="wB97M-V/def2-TZVPD" charge=+2 gap_ev="5.825 / 5.754" max_force_ev_per_a=0.2 relative_energy_kj_mol=0.0 spin_multiplicity=1 homo_ev="-13.606 / -13.606"
Co -0.6444 -0.6790 0.4034
N 6.3879 1.1568 -2.7978
C 5.2979 0.6030 -2.2483
C 5.4239 -0.4441 -1.3049
C 4.3143 -1.0151 -0.7500
C 3.0371 -0.5491 -1.1111
C 2.8922 0.4818 -2.0501
C 4.0042 1.0465 -2.6110
S 1.7033 -1.2863 -0.3827
O 1.9352 -2.6464 -0.0241
O 0.4612 -0.9982 -1.2069
N 1.1336 -0.4275 0.9404
C 0.8798 -1.0708 2.1566
N 1.7638 -1.5941 2.9670
C 1.2586 -2.1077 4.0891
C -0.1064 -2.1085 4.3841
C -0.9637 -1.5689 3.4534
N -0.4592 -1.0356 2.3310
H 7.3098 0.8282 -2.5695
H 6.3136 1.8789 -3.4925
H 6.4081 -0.8023 -1.0339
H 4.4144 -1.8278 -0.0428
H 1.9083 0.8001 -2.3674
H 3.9011 1.8246 -3.3559
H 1.9745 -2.5339 4.7815
H -0.4783 -2.5260 5.3075
H -2.0372 -1.5463 3.5871
Br -5.7495 -4.5540 -1.2550
C -4.3604 -3.4004 -0.8049
C -4.5265 -2.4578 0.2079
C -3.4749 -1.6271 0.5125
N -2.2934 -1.6717 -0.1293
C -2.1433 -2.5841 -1.1063
C -3.1436 -3.4621 -1.4687
H -5.4578 -2.3778 0.7496
H -3.5755 -0.9016 1.3071
H -1.1912 -2.5914 -1.6192
H -2.9721 -4.1769 -2.2604
C -1.9445 1.6608 1.2780
C -2.3146 3.1576 1.0216
N -1.8189 3.5908 -0.2691
C -2.3583 2.7420 -1.3131
C -1.8628 1.2740 -1.1309
N -1.0994 1.1702 0.1523
C 0.0991 2.0668 0.0665
C -0.3705 3.5071 -0.2874
H -2.8378 1.0444 1.3289
H -1.3759 1.5363 2.1973
H -1.8819 3.7861 1.7985
H -3.3960 3.2810 1.0529
H -2.0457 3.1218 -2.2844
H -3.4462 2.7767 -1.2741
H -1.1902 0.9589 -1.9277
H -2.7007 0.5838 -1.0850
H 0.7672 1.6616 -0.6879
H 0.6058 2.0269 1.0259
H -0.0173 3.7919 -1.2777
H 0.0434 4.2141 0.4302



Entry 5:
28
Properties=species:S:1:pos:R:3 method="wB97M-V/def2-TZVPD" charge=+2 gap_ev=7.935 max_force_ev_per_a=4.5 relative_energy_kj_mol=0.0 spin_multiplicity=1 homo_ev=-15.692
Ca -2.8834 0.9151 0.6686
Ca 2.9106 -1.8508 0.4183
N 0.0005 -0.3429 -0.5788
O 0.8295 -1.2658 -0.7264
O -0.8673 -0.4000 0.3203
O 0.0489 0.6815 -1.2649
N 1.8416 1.3332 1.3763
O 0.8744 0.9750 2.1062
O 2.4416 0.4611 0.6676
O 2.1500 2.5109 1.2984
O 0.3861 3.3577 -0.6991
H -0.1191 3.8260 -1.3737
H 0.2578 2.4199 -0.8985
O -1.0491 2.0731 1.8351
H -0.1895 1.5908 1.8192
H -0.8212 2.9618 2.1466
O -2.9895 0.3451 -1.7582
H -2.5759 0.7402 -2.5416
H -3.6362 -0.2848 -2.1117
O 1.2330 -3.1757 1.4161
H 1.4585 -3.5170 2.2954
H 0.2529 -3.2209 1.3808
O 1.9035 -0.3418 -3.6574
H 2.2811 -0.6875 -2.8453
H 1.3119 0.3583 -3.3625
O -1.3609 -3.2340 1.5550
H -1.5529 -2.4293 1.0628
H -2.1371 -3.7992 1.4513



Entry 6:
18
Properties=species:S:1:pos:R:3 method="wB97M-V/def2-TZVPD" smiles="CCN[C@@H](C=O)C[S-]" charge=-1 gap_ev=6.673 max_force_ev_per_a=2.1 relative_energy_kj_mol=156.5 spin_multiplicity=1 homo_ev=-2.832
C -1.5753 -1.3570 0.4030
C -1.6230 0.1804 0.2620
N -0.6136 0.7513 -0.6190
C 0.7586 0.9099 -0.1013
C 1.1051 0.2460 1.1972
O 1.0368 0.7779 2.2922
C 1.8294 0.4933 -1.1822
S 1.6064 -1.2846 -1.6949
H -0.9812 -1.6346 1.2990
H -2.4369 -1.9315 0.7860
H -1.0683 -1.7134 -0.4885
H -2.6002 0.5316 -0.0980
H -1.5420 0.6266 1.2578
H -0.5898 0.2425 -1.4947
H 0.8703 2.0159 -0.0969
H 1.4588 -0.7905 1.1532
H 1.5576 1.1101 -2.0255
H 2.8076 0.8262 -0.8493



Entry 7:
85
Properties=species:S:1:pos:R:3 method="wB97M-V/def2-TZVPD" smiles="C[C@H]1COC(=O)O1.COC(=O)OC.COC(=O)OC.COC(=O)OC.COC(=O)OC.COC(=O)OC.CCCC#N" gap_ev=10.020 max_force_ev_per_a=9.3 relative_energy_kj_mol=299.8 spin_multiplicity=1 homo_ev=-9.584
C 0.6002 -2.8011 0.0590
C 1.0502 -1.8231 -0.9600
C -0.0788 -1.1431 -1.7540
O 0.2792 0.2209 -1.7650
C 1.3092 0.4419 -1.0470
O 1.7012 1.5749 -0.8220
O 1.8192 -0.7631 -0.5350
H 0.0582 -3.6741 -0.2640
H -0.1918 -2.3871 0.7340
H 1.4792 -3.1731 0.6760
H 1.5532 -2.4471 -1.7380
H -1.0388 -1.0511 -1.2920
H -0.2598 -1.7231 -2.6610
C -3.3578 -4.6141 1.5570
O -3.5568 -5.2081 2.7990
C -4.2538 -4.6191 3.7690
O -4.6248 -3.3001 3.6970
O -4.5688 -5.4571 4.7970
C -5.5988 -5.0831 5.5480
H -4.1858 -3.9781 1.1790
H -3.3418 -5.2971 0.6900
H -2.4628 -3.9401 1.5510
H -6.4208 -4.8211 4.9410
H -5.4068 -4.3031 6.2830
H -5.8688 -5.8701 6.2490
C -1.2348 -2.8221 4.3350
O -1.1338 -2.3261 3.0550
C -0.9338 -0.9911 3.0060
O -0.6028 -0.2411 4.1780
O -1.0628 -0.3981 1.8560
C -1.0518 1.0409 1.7210
H -1.5518 -2.1911 5.1740
H -0.2618 -3.1911 4.7050
H -1.9288 -3.6261 4.3260
H -0.4438 1.2929 0.8750
H -0.5918 1.6119 2.5470
H -2.1258 1.4559 1.5980
C 2.6172 1.3589 2.4170
O 2.0252 0.1279 2.5950
C 2.8002 -0.8731 2.9530
O 4.0512 -1.0931 2.4270
O 2.1732 -1.8381 3.7160
C 2.9372 -2.7341 4.4850
H 1.8872 2.1819 2.2800
H 3.2902 1.3509 1.4520
H 3.3102 1.5059 3.2400
H 3.9652 -2.3541 4.9810
H 3.3872 -3.4811 3.8640
H 2.2732 -3.2341 5.2680
C 6.1352 5.4309 -4.9410
O 5.1392 4.9729 -4.0090
C 4.4092 3.8819 -4.3800
O 4.5942 3.4949 -5.7730
O 3.6552 3.2559 -3.4480
C 2.9422 2.1139 -3.8130
H 6.0002 5.9199 -5.8820
H 6.7402 4.6199 -5.2580
H 6.8162 6.1309 -4.4350
H 3.2772 1.2099 -3.1560
H 3.1642 1.7649 -4.8090
H 1.9172 2.2979 -3.5900
C -4.6728 -3.1441 -3.4100
O -3.7848 -2.0401 -3.5230
C -3.5108 -1.2101 -2.3950
O -3.5028 -1.7171 -1.1120
O -3.1568 0.0699 -2.5780
C -3.1488 0.8709 -1.2830
H -4.5798 -3.6551 -4.3260
H -5.5658 -2.6501 -3.1340
H -4.5318 -3.7561 -2.5540
H -2.4688 0.3629 -0.5750
H -4.1658 0.8369 -0.9720
H -2.8398 1.8739 -1.4330
C 2.3512 6.3099 -2.9530
C 1.0882 5.9079 -2.2150
C 0.7332 4.3529 -2.2900
C -0.2138 3.9199 -1.2770
N -0.9808 3.5959 -0.4680
H 2.2622 5.9509 -3.9770
H 3.2972 5.8739 -2.5440
H 2.4242 7.4959 -2.9330
H 0.2682 6.3519 -2.7970
H 1.2402 6.0639 -1.1170
H 1.7122 3.9079 -2.0460
H 0.5272 4.0369 -3.3430



Entry 8:
22
Properties=species:S:1:pos:R:3 method="wB97M-V/def2-TZVPD" charge=+2 gap_ev=1.701 max_force_ev_per_a=2.6 relative_energy_kj_mol=1062.0 spin_multiplicity=1 homo_ev=-14.231
Y 1.8860 -4.0826 2.9906
Cl -1.1449 -1.5645 1.2387
C 5.8208 -2.8610 -2.5800
C 5.7424 -1.9910 -1.3470
O 4.4374 -2.2180 -0.6874
O 5.8304 -4.2368 -2.2612
H 6.7727 -2.6620 -3.0723
H 5.0871 -2.5629 -3.3289
H 5.8112 -0.9571 -1.6851
H 6.6354 -2.1748 -0.7497
H 3.7144 -1.8369 -1.1910
H 5.0208 -4.3387 -1.7554
C -5.3127 3.9367 1.2418
C -5.7044 2.7450 2.2156
O -5.6659 1.6471 1.3296
O -6.3266 4.3818 0.3010
H -4.4970 3.6551 0.5759
H -4.9280 4.7293 1.8836
H -6.6858 2.8657 2.6743
H -4.9642 2.6421 3.0090
H -4.8046 1.2266 1.3847
H -6.7245 3.6570 -0.1869